Below is a structure of composition C20H30N5O4PSW, with properties calculated with ωB97M-V with the def2-TZVPD basis set.

Last column: Löwdin charge in e.
Geometry (Å):
W  0.3975  0.3753  -0.2122  1.7623
C  1.6122  0.0860  4.0088  0.0372
C  1.5036  0.3396  2.5537  -0.1945
N  0.4202  0.2548  1.8542  -0.1301
N  -0.7740  -0.2824  2.3651  0.0522
C  -1.1871  -1.1855  1.4905  -0.3355
O  -0.5592  -1.2216  0.2924  -0.1948
C  -2.2686  -2.0954  1.7269  -0.1678
C  -2.7254  -2.2927  3.0432  -0.0037
C  -3.7549  -3.1782  3.2820  -0.0226
C  -4.3294  -3.8732  2.2195  0.0057
C  -3.8780  -3.6865  0.9148  -0.0222
C  -2.8485  -2.8039  0.6627  0.0029
C  2.6819  0.5938  1.7028  -0.1752
C  3.9522  0.8136  2.1833  0.0651
C  5.0091  0.9343  1.2802  0.0527
C  4.7594  0.8231  -0.0766  0.0266
C  3.4621  0.6004  -0.5037  -0.0604
N  2.4340  0.4849  0.3576  -0.0591
H  0.6465  -0.1474  4.4461  0.0910
H  2.0415  0.9574  4.5101  0.1185
H  2.2932  -0.7506  4.1863  0.1278
H  -2.2426  -1.7857  3.8682  0.1172
H  -4.1016  -3.3517  4.2913  0.1294
H  -5.1298  -4.5756  2.4128  0.1346
H  -4.3325  -4.2377  0.1034  0.1278
H  -2.4963  -2.6529  -0.3483  0.1179
H  4.1308  0.8837  3.2476  0.1440
H  6.0148  1.1061  1.6432  0.1499
H  5.5558  0.9023  -0.8038  0.1422
H  3.2185  0.5088  -1.5540  0.1118
N  -1.2662  3.9650  -2.4908  0.1986
C  -2.1333  3.7067  -1.2899  -0.1480
P  -1.5326  2.3650  -0.1776  0.5242
O  -0.0092  2.4465  0.0541  -0.3910
O  -1.7369  0.9642  -0.7023  -0.3503
C  -2.5749  2.7251  1.3001  -0.1542
N  -2.1886  2.0851  2.5987  0.1725
H  -1.6759  4.7171  -3.0613  0.1981
H  -1.1855  3.1445  -3.0990  0.1790
H  -0.3212  4.2664  -2.2297  0.1817
H  -3.1300  3.4445  -1.6527  0.1417
H  -2.2070  4.6458  -0.7394  0.1312
H  -3.5783  2.3768  1.0405  0.1379
H  -2.6304  3.8019  1.4669  0.1263
H  -3.0060  2.0530  3.2176  0.1869
H  -1.4821  2.6433  3.0845  0.1763
H  -1.7962  1.0866  2.5290  0.1069
O  0.6956  0.2205  -2.2408  -0.7040
S  0.2351  -0.8800  -3.3145  1.1167
C  1.2658  -0.5084  -4.7708  -0.2687
C  2.1457  -1.7373  -5.0119  -0.1889
C  2.4885  -2.3058  -3.6415  -0.1976
C  1.1629  -2.3754  -2.8894  -0.2900
H  1.8360  0.3780  -4.4857  0.1048
H  0.5964  -0.2613  -5.5931  0.1078
H  3.0272  -1.4447  -5.5809  0.1422
H  1.6060  -2.4734  -5.6092  0.1371
H  3.1941  -1.6579  -3.1156  0.1135
H  2.9371  -3.2963  -3.7031  0.1424
H  1.2277  -2.4411  -1.8021  0.0941
H  0.5309  -3.1972  -3.2379  0.1219

Cartesian forces, eV/Å:
W -0.059 0.516 -0.413
C -0.017 0.014 -0.008
C 0.029 -0.015 0.060
N 0.011 -0.023 0.089
N 0.021 -0.048 0.016
C -0.053 -0.115 -0.148
O 0.011 -0.021 0.000
C 0.034 0.065 0.111
C -0.019 -0.019 0.012
C 0.002 0.002 -0.003
C 0.007 0.005 -0.006
C -0.006 -0.006 -0.004
C -0.008 -0.012 -0.018
C 0.020 -0.010 -0.064
C -0.060 -0.007 -0.007
C 0.061 0.011 0.008
C -0.019 -0.006 -0.013
C -0.008 0.010 0.028
N 0.007 0.066 -0.017
H -0.001 -0.002 -0.007
H 0.000 -0.006 0.009
H 0.001 -0.001 0.003
H 0.005 0.002 -0.006
H 0.004 0.004 0.001
H -0.001 -0.001 -0.005
H -0.001 0.000 0.001
H 0.004 0.005 0.002
H -0.009 -0.002 0.003
H 0.000 0.000 -0.006
H 0.004 0.001 0.005
H 0.006 0.000 -0.001
N -0.039 -0.013 0.015
C 0.083 0.001 -0.085
P -0.272 -0.037 0.124
O 0.177 -0.041 0.113
O -0.094 0.057 -0.058
C 0.041 -0.014 0.046
N 0.012 -0.001 -0.022
H 0.012 0.010 0.000
H -0.004 -0.007 -0.003
H 0.004 -0.001 0.000
H -0.015 -0.022 0.051
H 0.016 -0.003 0.008
H 0.003 0.000 -0.041
H -0.007 0.004 -0.028
H 0.003 -0.002 0.012
H -0.003 0.001 0.009
H -0.005 0.016 -0.015
O 0.233 -0.408 0.211
S -0.095 0.068 0.066
C -0.059 0.037 -0.005
C -0.015 0.003 -0.041
C -0.001 0.025 0.038
C 0.089 -0.056 -0.001
H 0.015 -0.013 0.017
H 0.012 0.004 -0.007
H 0.008 -0.013 0.007
H 0.003 -0.002 0.003
H 0.000 -0.002 -0.005
H -0.003 -0.003 -0.013
H -0.068 -0.012 0.013
H 0.002 0.014 -0.028

Values from the calculation:
Molar mass   651.37 g mol⁻¹
HOMO energy (spin up / spin down)   -18.88 / -18.87 eV
Relative energy (zero: lowest compared OMol25 entry of this formula, charge and spin)   52.5 kJ/mol
Max |F|   0.7 eV/A
Lowest unoccupied orbital energy (spin up / spin down)   -12.4 / -12.6 eV
2S+1   3
Total charge   +4

Below is a cluster of 2 separate species, C20H30N6O6S in total, with properties calculated with ωB97M-V with the def2-TZVPD basis set.

Last column: Löwdin charge in e.
Geometry (Å):
C  2.4837  -1.1234  2.3062  0.0131
C  1.9275  -0.4116  1.0878  -0.5038
O  1.6710  0.7823  1.1998  0.0696
O  1.7737  -1.1560  -0.0402  0.0045
C  1.2091  -0.4814  -1.1832  -0.0948
C  2.2754  0.2011  -1.9996  -0.2222
N  2.3408  1.4884  -2.2096  0.1378
N  3.4694  1.6200  -2.9593  -0.0546
N  4.1249  0.4626  -3.2455  0.1340
C  3.3845  -0.4456  -2.6685  -0.2496
C  3.6912  -1.9246  -2.6756  -0.1609
N  2.5853  -2.7726  -3.1711  -0.1221
S  2.1483  -2.6040  -4.8053  0.7002
O  3.2185  -1.9429  -5.5590  -0.3017
O  1.9259  -3.9913  -5.2194  -0.3205
C  0.5775  -1.6879  -4.7898  -0.2639
C  0.4129  -0.5694  -5.6178  -0.0511
C  -0.8093  0.1097  -5.6448  -0.0648
C  -1.8711  -0.3202  -4.8425  -0.0690
C  -1.7110  -1.4381  -4.0177  -0.0711
C  -0.4934  -2.1264  -3.9978  -0.0800
H  2.3938  -0.4879  3.1909  0.0903
H  3.5350  -1.3685  2.1440  0.0853
H  1.9229  -2.0448  2.4785  0.0815
H  0.4464  0.2492  -0.8910  0.1289
H  0.7126  -1.2250  -1.8067  0.0994
H  3.8119  2.5324  -3.2723  0.1580
H  3.9289  -2.2185  -1.6481  0.1243
H  4.5905  -2.0941  -3.2795  0.1179
H  2.8095  -3.7562  -3.0788  0.1007
H  1.2339  -0.2327  -6.2489  0.1166
H  -0.9304  0.9731  -6.2916  0.1079
H  -2.8187  0.2101  -4.8654  0.1060
H  -2.5369  -1.7845  -3.4042  0.1053
H  -0.3778  -3.0088  -3.3716  0.1192
C  -0.9123  -0.4081  6.3993  -0.0532
N  -1.0491  0.0547  5.0201  0.0303
C  -1.0690  1.3386  4.6463  -0.4479
O  -0.9473  2.2357  5.4764  0.0459
C  -1.2823  1.6750  3.1511  -0.1535
N  -2.0487  0.6751  2.3677  0.1322
C  -1.6868  -0.5669  2.0469  -0.5368
C  -2.6055  -1.3038  1.1028  0.0124
O  -0.6935  -1.1271  2.4876  0.0300
C  -1.9235  3.0748  2.9817  -0.3656
C  -1.9061  3.5260  1.5148  -0.0672
C  -3.3758  3.1296  3.4849  -0.0577
H  -1.0132  -1.4930  6.4446  0.0829
H  -1.6845  0.0521  7.0185  0.0841
H  0.0651  -0.1179  6.7886  0.0845
H  -1.0607  -0.6356  4.2787  0.0893
H  -0.2802  1.7255  2.7240  0.1444
H  -2.9098  1.0061  1.9648  0.1202
H  -2.2051  -2.3014  0.9271  0.0873
H  -3.5944  -1.3815  1.5497  0.0855
H  -2.6636  -0.7616  0.1611  0.0794
H  -1.3381  3.8041  3.5415  0.1382
H  -2.2600  4.5548  1.4460  0.0807
H  -0.8844  3.4826  1.1345  0.0839
H  -2.5438  2.8907  0.9016  0.0688
H  -3.7451  4.1525  3.4106  0.0827
H  -4.0197  2.4789  2.8952  0.0686
H  -3.4190  2.8277  4.5316  0.0802

Cartesian forces, eV/Å:
C -0.201 -0.663 -0.505
C -0.087 1.951 1.256
O -0.061 -1.563 -1.206
O -0.108 0.338 0.501
C -0.081 0.742 -0.344
C 0.439 -1.214 -0.166
N 1.483 0.440 -0.892
N -0.246 -0.506 0.205
N -0.732 1.522 0.177
C -1.190 -0.462 0.751
C 0.563 0.410 -0.334
N -0.356 0.860 -0.479
S 1.976 -1.900 -1.104
O -1.992 0.265 1.263
O -0.755 1.513 0.688
C -0.048 0.387 -0.114
C 0.188 -0.151 0.061
C -0.030 -0.374 0.326
C 0.456 -0.150 -0.051
C 0.442 0.049 -0.306
C 0.128 -0.034 -0.038
H -0.054 0.019 -0.432
H -0.031 -0.074 -0.024
H 0.146 0.002 -0.041
H 0.311 -0.061 0.201
H 0.227 -0.269 0.320
H -0.292 -0.784 0.258
H -0.287 -0.189 -0.145
H -0.087 0.195 0.090
H -0.093 -0.078 0.023
H -0.094 -0.122 0.200
H 0.048 -0.129 0.086
H 0.135 -0.076 0.012
H 0.137 0.013 -0.059
H 0.017 0.158 -0.103
C 0.070 0.644 -0.282
N -0.262 -1.129 -0.509
C -0.449 0.615 0.980
O 0.058 0.044 -0.483
C 0.113 -0.060 -0.054
N -0.161 1.073 0.514
C 0.120 -0.761 -0.327
C 0.046 0.073 -0.011
O 0.509 -0.019 0.198
C -0.626 -0.077 -0.411
C 0.456 -0.178 0.385
C 0.645 -0.039 0.375
H -0.001 0.142 -0.187
H 0.099 -0.030 0.030
H -0.067 -0.042 0.129
H 0.218 0.039 0.179
H 0.168 -0.105 -0.111
H 0.010 0.021 0.044
H -0.033 0.141 0.051
H -0.164 -0.012 -0.120
H -0.177 -0.011 -0.122
H 0.104 -0.346 0.208
H -0.047 -0.044 -0.074
H -0.046 0.015 -0.205
H -0.034 0.044 -0.186
H -0.095 -0.059 -0.052
H -0.200 0.012 -0.030
H -0.125 -0.016 -0.004

Values from the calculation:
SMILES string   CC(=O)OCc1n[nH]nc1CNS(=O)(=O)c1ccccc1.CNC(=O)[C@@H](NC(C)=O)C(C)C
Molar mass   482.56 g mol⁻¹
HOMO energy   -9.32 eV
Relative energy (zero: lowest compared OMol25 entry of this formula, charge and spin)   0.0 kJ/mol
Max |F|   3.0 eV/A
Lowest unoccupied orbital energy   0.2 eV

Below is an isolated molecule of C20H30O5, with properties calculated with ωB97M-V with the def2-TZVPD basis set.

Last column: Löwdin charge in e.
Geometry (Å):
C  -3.8216  -1.6815  -2.6490  -0.0551
C  -2.5221  -0.9382  -2.3759  -0.2078
O  -2.2232  -0.8928  -0.9780  -0.0042
C  -2.8886  -0.0009  -0.2558  -0.4712
O  -3.7280  0.7433  -0.6848  0.1235
C  -2.5524  -0.1090  1.2363  -0.0925
C  -2.7354  1.2437  1.9390  -0.1216
C  -1.6553  2.2920  1.6664  -0.1524
C  -1.5617  2.7328  0.2026  -0.1746
O  -0.9814  1.7675  -0.6509  -0.0516
C  0.3560  1.5083  -0.5607  -0.2631
C  1.2652  2.1891  0.2384  -0.0121
C  2.5902  1.7904  0.2694  -0.0188
C  3.0526  0.7276  -0.4900  -0.2288
C  4.4801  0.2559  -0.3750  -0.3535
C  5.2042  0.3433  -1.7201  -0.0615
C  4.5255  -1.1759  0.1789  -0.2262
C  3.8811  -1.2760  1.5564  -0.0924
C  2.1468  0.0906  -1.3310  -0.0369
C  0.8238  0.4733  -1.3698  0.0008
C  -1.2120  -0.7899  1.4528  -0.4381
O  -0.1648  -0.2547  1.7003  0.1343
O  -1.3653  -2.1133  1.3662  0.0050
C  -0.1832  -2.9111  1.4613  -0.1985
C  0.5490  -2.9748  0.1298  -0.0477
H  -3.9746  -1.7636  -3.7213  0.0786
H  -4.6581  -1.1406  -2.2144  0.0745
H  -3.7817  -2.6791  -2.2176  0.0801
H  -2.5797  0.0870  -2.7547  0.1297
H  -1.6749  -1.4583  -2.8283  0.1207
H  -3.3109  -0.8027  1.6235  0.1690
H  -2.7711  1.0676  3.0163  0.1227
H  -3.7050  1.6365  1.6227  0.1206
H  -0.6917  1.8998  1.9882  0.0938
H  -1.8876  3.1751  2.2659  0.1204
H  -1.0069  3.6775  0.1307  0.1235
H  -2.5636  2.8883  -0.2071  0.1268
H  0.9591  3.0192  0.8550  0.1094
H  3.2754  2.3177  0.9184  0.1153
H  4.9996  0.9094  0.3348  0.1355
H  6.2496  0.0635  -1.6064  0.0753
H  4.7497  -0.3226  -2.4494  0.0731
H  5.1575  1.3586  -2.1078  0.0814
H  4.0100  -1.8466  -0.5114  0.1044
H  5.5679  -1.4991  0.2393  0.1103
H  2.8432  -0.9537  1.5172  0.0604
H  4.4066  -0.6434  2.2689  0.0763
H  3.9150  -2.3013  1.9191  0.0691
H  2.4727  -0.7267  -1.9583  0.1158
H  0.1214  -0.0321  -2.0129  0.1060
H  0.4690  -2.4874  2.2323  0.1192
H  -0.5335  -3.8981  1.7707  0.1238
H  0.8820  -1.9795  -0.1544  0.0505
H  1.4132  -3.6270  0.2199  0.0793
H  -0.1134  -3.3590  -0.6418  0.0794

Cartesian forces, eV/Å:
C 0.256 0.169 0.235
C -0.280 0.088 -0.441
O 0.176 -0.237 -0.026
C -0.144 -0.119 0.461
O -0.129 0.075 -0.124
C -0.126 0.194 -0.185
C 0.228 -0.048 -0.055
C -0.007 -0.095 -0.296
C -0.139 0.521 0.413
O 0.224 -0.294 -0.121
C 0.293 -0.013 -0.183
C -0.382 0.173 -0.048
C 0.061 -0.142 -0.110
C 0.147 0.189 0.155
C 0.060 -0.242 -0.256
C -0.001 0.101 0.260
C 0.021 0.257 0.262
C 0.092 -0.134 -0.206
C -0.021 0.101 0.037
C -0.185 0.144 0.045
C -0.188 -0.068 0.147
O 0.068 -0.004 0.049
O -0.256 -0.209 0.027
C 0.502 -0.132 0.037
C -0.286 0.153 0.271
H -0.030 -0.032 -0.123
H -0.067 0.008 -0.016
H -0.009 -0.108 -0.012
H 0.105 -0.140 0.026
H -0.049 0.108 0.071
H 0.104 0.074 -0.072
H -0.075 -0.029 -0.023
H 0.003 -0.079 0.102
H -0.042 0.172 0.063
H 0.027 0.043 -0.008
H -0.049 -0.097 -0.042
H 0.159 0.059 0.052
H -0.086 0.043 0.071
H 0.082 0.033 0.067
H -0.058 -0.015 0.007
H 0.117 -0.051 -0.042
H -0.047 -0.083 -0.116
H 0.023 0.068 -0.098
H 0.031 -0.046 -0.116
H 0.017 -0.057 -0.087
H -0.145 0.016 0.072
H 0.029 0.070 0.130
H -0.023 -0.077 0.113
H 0.039 -0.107 -0.072
H -0.099 -0.067 -0.078
H -0.123 -0.133 -0.065
H 0.032 0.142 0.005
H 0.063 0.019 -0.032
H 0.119 -0.088 -0.015
H -0.030 -0.074 -0.110

Values from the calculation:
SMILES string   CCOC(=O)C(CCCOc1ccc([C@H](C)CC)cc1)C(=O)OCC
Molar mass   350.45 g mol⁻¹
HOMO energy   -8.07 eV
Relative energy (zero: lowest compared OMol25 entry of this formula, charge and spin)   4.7 kJ/mol
Max |F|   0.7 eV/A
Lowest unoccupied orbital energy   0.8 eV

> Which of these has the highest relative energy (zero: lowest compared OMol25 entry of this formula, charge and spin)?

C20H30N5O4PSW

> Among the records above, which one has the highest molar mass?

C20H30N5O4PSW